# C4H8O3

One molecule with the formula C4H8O3 (the ωB97M-V functional and the def2-TZVPD basis, OMol25).

Output
SMILES string: COC(=O)[C@@H](C)O
DFT total energy: -382.90469 Eh
orbital gap: 10.728 eV
2S+1: 1
HOMO energy: -9.92 eV

Geometry (Å):
C: 0.63 1.83 1.71
O: 0.49 0.47 1.27
C: 0.08 0.35 0.03
O: -0.30 1.30 -0.65
C: 0.26 -0.99 -0.64
C: -1.00 -1.79 -0.80
O: 0.69 -0.47 -1.88
H: 1.33 2.36 1.05
H: 1.02 1.73 2.71
H: -0.33 2.34 1.69
H: 0.98 -1.62 -0.09
H: -1.38 -2.12 0.16
H: -0.77 -2.66 -1.43
H: -1.75 -1.16 -1.29
H: 0.06 0.43 -1.85



# C4H8O3

One molecule with the formula C4H8O3 (the ωB97M-V functional and the def2-TZVPD basis, OMol25).

Output
SMILES string: O=C(CO)CCO
DFT total energy: -382.88523 Eh
orbital gap: 10.443 eV
2S+1: 1
HOMO energy: -9.85 eV

Geometry (Å):
O: 1.14 -1.10 -0.97
C: 0.54 -0.62 -0.03
C: 1.49 0.21 0.98
O: 2.79 0.17 0.47
C: -1.01 -0.91 -0.02
C: -1.66 0.30 -0.73
O: -0.78 1.30 -0.24
H: 1.27 1.27 1.18
H: 1.48 -0.28 1.98
H: 2.72 -0.35 -0.35
H: -1.24 -1.84 -0.56
H: -1.43 -0.99 0.98
H: -1.64 0.19 -1.83
H: -2.72 0.43 -0.44
H: -0.95 2.22 -0.42



- What is the orbital gap in the first record?
  10.728 eV



- The lowest HOMO energy belongs to which entry?
  number 1



- Number 2 is which compound?
  C4H8O3



- The lowest DFT total energy belongs to which entry?
  number 1